[1]
A structure of composition C24H25N3O3Pt. Source: OMol25; level of theory: the ωB97M-V functional and the def2-TZVPD basis.

```
56
Properties=species:S:1:pos:R:3:forces:R:3:nbo_charge:R:1
C -2.0245 -0.1211 -3.9569 0.1141 0.2012 2.5499 -0.42
C -1.0047 -0.5904 -4.9276 1.1962 -0.4785 0.0632 0.04
H -2.4104 0.8643 -4.2440 0.1022 -0.1640 0.0135 0.23
H -2.8941 -0.8006 -3.9411 0.1991 0.1840 -0.1040 0.22
C 0.1953 -1.1076 -4.5794 -1.5281 0.6101 -0.7596 -0.06
C 0.6166 -1.3016 -3.1726 -0.9781 0.0373 2.4046 -0.34
H 1.3088 -0.5116 -2.8341 -0.1422 -0.1988 -0.0816 0.22
H 1.1342 -2.2594 -3.0405 -0.0939 0.1149 -0.0626 0.20
C -1.3768 -0.4430 -6.3707 -0.3791 0.1268 -0.4656 -0.65
H -2.4209 -0.1199 -6.4617 0.2103 -0.0764 -0.0370 0.23
H -1.2746 -1.3759 -6.9398 0.0488 0.1535 0.1804 0.23
H -0.7644 0.3124 -6.8837 -0.0693 -0.1511 0.1629 0.24
C 1.1821 -1.4972 -5.6405 0.6113 -0.2822 -0.1341 -0.64
H 1.3829 -0.6908 -6.3623 -0.1573 -0.1804 0.2844 0.24
H 0.8539 -2.3716 -6.2256 0.0052 0.2443 0.2056 0.24
H 2.1421 -1.7649 -5.1829 -0.0933 0.0346 -0.1606 0.22
Pt 0.4978 0.2731 1.7810 -0.0822 -0.3120 0.3824 0.94
O -0.3040 -0.1832 -0.0391 0.1045 -0.8693 -0.6040 -0.61
C -0.2610 -1.2567 -0.6967 0.0169 1.1020 0.7350 0.77
O 1.2063 -1.6584 1.8073 -0.7926 -1.5720 -1.0153 -0.63
C 0.7309 -2.5877 1.0958 1.0766 1.3525 1.2304 0.95
O 0.8427 -3.8380 1.4542 -0.2078 0.3494 -0.8363 -0.40
N 0.1437 -2.4427 -0.1371 -0.0325 0.0267 0.0018 -0.46
C 0.2734 -4.6744 0.3799 -0.2291 -1.0234 0.6937 -0.09
C 0.0413 -3.7653 -0.7878 0.4196 0.6523 -0.7738 -0.24
H -0.6761 -5.0908 0.7324 0.3889 0.0135 0.2481 0.23
H 0.9914 -5.4681 0.1644 -0.1765 0.1500 0.2020 0.24
H -0.9315 -3.8876 -1.2604 0.0716 -0.1184 0.1547 0.25
H 0.8284 -3.8722 -1.5451 -0.2525 0.1331 0.1411 0.24
C -0.7085 -1.2495 -2.0912 1.5364 -0.4419 -2.0026 -0.33
C -1.4697 -0.0047 -2.4193 -1.2332 0.4944 -2.2886 -0.39
H -1.2866 -2.1590 -2.3071 0.0674 0.2435 0.0177 0.24
H -0.8144 0.8714 -2.3498 -0.0937 -0.1751 -0.0228 0.22
H -2.3254 0.1577 -1.7483 0.2118 -0.0953 -0.1686 0.22
C -1.9616 3.8031 1.8179 0.0347 -1.3107 -1.7646 -0.29
C -1.3097 2.6619 1.3480 -1.1292 1.6635 0.4447 0.11
N -0.3807 2.0492 2.1172 1.1711 -0.8623 0.3687 -0.51
C -0.0434 2.5786 3.3328 0.4916 -0.8128 0.1044 0.23
C -0.6702 3.7345 3.8598 -0.0882 0.2785 0.2397 -0.10
C -1.6571 4.3404 3.0639 0.4305 0.5006 1.4180 -0.10
C -0.2479 4.1392 5.1722 -1.3251 0.6294 -1.4708 -0.04
C 0.7205 3.4564 5.8778 1.5400 -1.4532 0.6014 0.01
C 1.3573 2.2811 5.3574 0.0469 0.3472 0.4576 -0.13
C 2.3515 1.5039 5.9794 -0.4938 0.8397 0.2762 -0.05
C 2.8515 0.3772 5.3381 0.3184 -0.9842 -0.7407 -0.31
C 2.3473 -0.0209 4.1010 0.0112 0.7020 0.9777 0.16
N 1.3722 0.7006 3.5100 -0.3753 0.2801 -0.4881 -0.48
C 0.9198 1.8559 4.0791 -0.5930 0.0700 -0.6980 0.17
H -2.7222 4.2494 1.1838 0.1798 -0.0164 0.1646 0.26
H -1.5106 2.2055 0.3818 -0.0360 0.1661 0.2016 0.24
H -2.1737 5.2194 3.4435 0.0576 -0.1510 -0.1597 0.25
H -0.7267 5.0192 5.6047 0.1885 -0.2222 -0.0120 0.26
H 1.0259 3.7931 6.8699 -0.1641 0.0329 -0.2447 0.25
H 2.7185 1.8027 6.9576 0.0059 -0.1135 -0.1250 0.25
H 3.6351 -0.2330 5.7736 -0.1262 0.1951 0.0702 0.26
H 2.6803 -0.9024 3.5610 0.0152 0.1362 0.2242 0.25
```
Positions in Å, forces in eV/Å.

Values from the calculation:
* lowest unoccupied orbital energy (spin up / spin down): -0.250 / -0.362 hartree
* <S²>: 2.03
* frontier orbital gap (spin up / spin down): 4.6 / 3.2 eV
* 2S+1: 3
* net charge: +2



[2]
A structure of composition C53H36HfIN4PS. Source: OMol25; level of theory: the ωB97M-V functional and the def2-TZVPD basis.

```
97
Properties=species:S:1:pos:R:3:forces:R:3:mulliken_charge:R:1
Hf -0.1126 0.3036 0.0857 -0.8236 0.5244 0.2942 0.40
C 4.3823 1.6153 0.3067 -0.1146 0.1116 -0.0906 -1.26
C 3.1664 1.0012 0.6065 0.0081 -0.0737 0.2109 0.03
N 2.0142 1.3066 0.0196 -0.3077 -0.3176 -0.0541 0.35
C 2.0286 2.2415 -0.9757 0.2525 0.7537 -0.6805 0.11
C 3.2376 2.8834 -1.3750 -0.3887 -0.3839 0.1951 1.08
C 4.4197 2.5609 -0.6831 -0.2609 -0.1496 0.0446 -0.93
C 3.2205 3.8132 -2.4277 -0.2892 0.1793 -0.2463 -0.89
C 2.0365 4.1125 -3.0451 0.6342 0.0892 0.0460 -1.22
C 0.8339 3.5412 -2.6310 -0.3529 -0.6088 0.5482 -0.69
C 0.7868 2.6095 -1.5993 0.8639 0.8133 -0.4564 0.63
N -0.3236 2.0415 -1.0345 0.4296 -0.7467 0.3734 0.76
C -1.6310 2.4812 -1.1403 -0.8706 0.4619 0.0075 0.11
C -2.2932 3.0078 -2.2404 0.4817 -0.4181 0.3367 -0.54
C -3.6108 3.4694 -2.1368 -0.3539 0.0643 0.2237 -1.24
C -4.2943 3.4423 -0.9505 0.1880 0.0275 -0.2095 -0.93
C -3.6673 2.9329 0.2024 0.4004 -0.2959 -0.0791 1.03
C -4.2617 2.9703 1.4809 0.2921 -0.1592 0.2275 -0.86
C -3.5421 2.5522 2.5695 -0.1537 0.1895 -0.2771 -1.39
C -2.2632 2.0237 2.3665 0.3989 -0.0449 -0.0393 -0.03
N -1.6905 1.9026 1.1806 0.2508 -0.3555 0.0633 0.04
C -2.3528 2.4048 0.0987 -0.3571 0.4735 -0.4219 0.49
H 5.2706 1.3411 0.8506 0.0561 -0.0999 0.0872 0.56
H 3.1472 0.2243 1.3600 -0.0565 0.0976 -0.0476 0.35
H 5.3366 3.0656 -0.9459 0.1327 0.0228 -0.0377 0.49
H 4.1430 4.2789 -2.7308 0.1383 0.0744 -0.0688 0.48
H 2.0209 4.8125 -3.8643 -0.0002 0.1254 -0.0799 0.45
H -0.0668 3.8584 -3.1233 -0.0922 0.0041 -0.0047 0.29
H -1.8177 3.0587 -3.2057 0.0832 -0.0678 -0.0210 0.50
H -4.0811 3.8790 -3.0167 -0.0746 0.0164 -0.0916 0.44
H -5.2957 3.8329 -0.8732 -0.1441 0.0601 -0.0225 0.49
H -5.2605 3.3623 1.5930 -0.1351 0.0616 0.0042 0.53
H -3.9378 2.6175 3.5704 -0.0215 -0.0208 0.0698 0.50
H -1.6831 1.7023 3.2224 -0.0172 -0.0539 -0.0447 0.64
I 2.3939 -1.7482 -1.3483 0.5995 -0.9245 -0.0691 0.38
C 3.0438 -3.6394 -0.5241 -0.1000 0.4114 -0.5607 0.17
C 3.7051 -4.4251 -1.4333 -0.3178 0.5515 0.0657 -0.71
C 4.2704 -5.6443 -1.0477 0.0748 -0.2088 0.2919 -0.91
C 4.2058 -6.0233 0.2608 0.0675 0.0756 -0.2522 -0.92
C 3.5434 -5.2240 1.2178 -0.0684 0.2027 -0.0778 0.89
C 3.5661 -5.6284 2.5693 -0.1489 0.1665 0.1407 -0.96
C 2.9008 -4.9154 3.5252 0.1782 -0.2153 -0.1453 -1.59
C 2.1571 -3.8014 3.1385 -0.0218 0.1518 -0.3595 -0.90
C 2.1409 -3.3258 1.8383 0.0666 0.1589 -0.0373 2.00
P 0.9726 -1.8968 1.6476 -0.0531 -0.5955 1.4347 0.65
C 1.6125 -0.7316 2.9327 -0.1790 0.0005 -0.3752 0.42
C 0.9855 0.5207 2.9301 0.2130 -0.4958 0.1562 0.89
C 1.4507 1.5513 3.7291 -0.2502 0.1823 -0.1224 -0.79
C 2.5773 1.3560 4.5153 -0.0936 -0.0400 -0.0329 -1.06
C 3.2365 0.1387 4.4891 -0.0363 0.0316 -0.0319 -0.82
C 2.7660 -0.8994 3.6990 -0.1224 0.0262 -0.0073 -0.50
C -0.4471 -2.8154 2.3739 -0.0362 0.2542 -0.1412 1.73
C -1.1333 -3.6005 1.4495 0.2066 0.1186 0.0201 -1.12
C -2.1338 -4.4568 1.8632 -0.0729 -0.0164 -0.0626 -0.77
C -2.4620 -4.5347 3.2084 0.0130 0.0919 0.0672 -0.74
C -1.7896 -3.7468 4.1272 0.0196 -0.0235 0.1324 -0.93
C -0.7934 -2.8776 3.7171 0.2118 -0.0303 -0.2052 -0.26
C 2.8774 -4.0078 0.8299 0.1352 -0.1758 0.2634 0.03
H 3.8067 -4.0955 -2.4549 -0.0052 0.0291 -0.1095 0.44
H 4.7753 -6.2462 -1.7861 0.0471 -0.0914 -0.0322 0.41
H 4.6698 -6.9399 0.5936 0.0425 -0.0731 0.0193 0.43
H 4.1265 -6.5105 2.8403 0.0308 -0.1232 -0.0431 0.45
H 2.9229 -5.2096 4.5640 -0.0173 -0.0655 0.0313 0.49
H 1.5693 -3.3108 3.9003 0.0675 -0.0006 -0.0452 0.75
H 0.1225 0.6742 2.2631 0.0165 0.2551 0.8997 -0.43
H 0.9538 2.5102 3.7327 -0.0477 0.0948 -0.0391 0.54
H 2.9429 2.1564 5.1376 0.0405 0.1185 0.0569 0.46
H 4.1281 -0.0043 5.0803 0.0762 -0.0159 0.0541 0.50
H 3.3200 -1.8256 3.6739 -0.0324 0.0015 -0.0273 0.53
H -0.8624 -3.5377 0.4013 -0.0389 -0.0852 -0.1152 0.38
H -2.6482 -5.0674 1.1385 -0.0897 -0.0926 -0.0812 0.54
H -3.2425 -5.1990 3.5431 -0.0726 -0.1148 0.0147 0.47
H -2.0302 -3.8068 5.1767 -0.1152 -0.0124 0.1220 0.48
H -0.2886 -2.2541 4.4450 0.0454 0.0205 0.0536 0.34
S -4.4317 -1.6756 -0.2220 0.5227 0.1517 0.2739 -0.41
C -4.3155 -1.4186 1.4861 0.4169 0.1581 -0.0874 0.60
C -5.3131 -1.5864 2.4299 -0.0456 -0.0161 0.0158 -0.58
C -5.0039 -1.3257 3.7469 -0.0011 0.0088 0.0046 -1.09
C -3.7246 -0.9078 4.1098 0.0181 0.0549 -0.0216 -0.92
C -2.7303 -0.7473 3.1688 -0.0955 0.0882 -0.2608 -0.10
C -3.0202 -0.9861 1.8257 -0.7133 -0.1031 0.6286 -0.54
N -2.1657 -0.8521 0.7485 0.5057 0.2407 -1.1209 1.00
C -2.7727 -1.1968 -0.3722 -0.5096 -0.2381 0.3016 0.80
C -2.1361 -1.1769 -1.6685 0.5395 -0.0393 -0.6359 0.69
C -2.8072 -1.6914 -2.7844 0.1368 0.1709 0.1968 -1.14
C -2.2285 -1.6099 -4.0321 -0.0642 -0.0075 0.0650 -1.07
C -0.9877 -1.0037 -4.1702 0.2421 0.0860 0.1803 -1.02
C -0.3078 -0.5279 -3.0550 0.0280 -0.0697 -0.1056 -0.96
C -0.8413 -0.6244 -1.7682 -0.6608 -0.3006 -0.1165 1.12
H -6.2975 -1.9082 2.1296 -0.1260 -0.0603 0.0445 0.53
H -5.7556 -1.4555 4.5053 -0.1564 0.0039 0.1480 0.49
H -3.5172 -0.7104 5.1496 0.0870 -0.0093 0.1304 0.51
H -1.7364 -0.4460 3.4567 0.0641 0.0116 0.0957 0.50
H -3.7763 -2.1514 -2.6636 -0.1287 -0.0670 -0.0972 0.51
H -2.7407 -2.0115 -4.8912 -0.0500 -0.0210 -0.1151 0.44
H -0.5409 -0.9155 -5.1487 0.0622 0.0008 -0.0930 0.51
H 0.6773 -0.0901 -3.2048 -0.1004 0.0593 -0.0411 0.41
```
Positions in Å, forces in eV/Å.

Values from the calculation:
* lowest unoccupied orbital energy: -0.210 hartree
* frontier orbital gap: 6.7 eV
* 2S+1: 1
* net charge: +2



[3]
The ion C30H28NO2 with charge +1. Source: OMol25; level of theory: the ωB97M-V functional and the def2-TZVPD basis.

```
61
Properties=species:S:1:pos:R:3:forces:R:3:nbo_charge:R:1
C -4.0453 0.4447 -4.0960 0.1979 -0.1565 0.1407 -0.20
C -4.2461 0.8276 -2.7662 0.2766 -0.0059 -0.0368 -0.22
C -3.3332 0.4500 -1.7764 0.0188 -0.3255 -0.3214 -0.14
C -2.2447 -0.3842 -2.0821 -0.0667 0.1633 -0.5533 -0.10
C -1.2477 -0.7760 -1.0305 0.2595 0.4350 0.5735 -0.01
C -0.9773 0.1260 -0.0487 -0.7595 -0.5263 -0.7551 -0.19
C 0.0219 0.0756 1.0726 -0.6389 -0.7555 0.7602 -0.29
C -0.5565 0.3975 2.4605 -0.0106 -0.3184 -0.2624 -0.03
C -0.0660 -0.2565 3.6005 0.1415 0.3699 -0.3245 -0.22
C -0.2884 0.2978 4.8592 -0.0286 -0.0737 -0.0262 -0.20
C -1.0475 1.4621 4.9903 -0.1003 -0.0516 -0.0848 -0.22
C -1.6773 2.0097 3.8711 0.0205 -0.1995 -0.2986 -0.22
C -1.4562 1.4524 2.6026 0.1710 0.4031 0.3957 -0.18
C -0.5787 -2.1081 -1.1882 0.1821 -0.3790 -0.1356 -0.01
C 0.7498 -2.3479 -0.7961 -0.0304 -0.1364 -0.1336 -0.25
C 1.3408 -3.6074 -0.9408 -0.1098 0.1530 -0.0416 -0.20
C 0.6387 -4.6540 -1.5371 -0.1650 0.1064 0.0929 -0.20
C -0.6724 -4.4295 -1.9754 0.2917 0.2212 0.1915 -0.21
C -1.2653 -3.1810 -1.7955 -0.1212 0.0595 0.1566 -0.20
C -2.0632 -0.7761 -3.4321 -0.0735 0.0833 0.3128 -0.20
C -2.9442 -0.3530 -4.4306 0.0279 0.0858 0.4345 -0.21
H -4.7417 0.7579 -4.8723 0.1247 -0.0702 0.2165 0.23
H -5.1145 1.4280 -2.4923 0.2650 -0.1270 -0.1152 0.22
H -3.4733 0.7770 -0.7473 -0.1523 -0.1426 -0.2214 0.20
H -1.5098 1.0875 -0.1110 0.3128 -0.5143 -0.0621 0.21
H 0.5588 -0.8752 1.1109 -0.3797 -0.0444 0.1602 0.25
H 0.5308 -1.1664 3.4789 -0.0935 0.3534 0.1020 0.22
H 0.1579 -0.1722 5.7347 -0.1827 0.1036 -0.1484 0.23
H -1.1756 1.9225 5.9686 -0.0225 -0.1364 -0.2095 0.23
H -2.3271 2.8807 3.9650 0.1496 -0.2732 0.0501 0.23
H -1.9459 1.8758 1.7194 0.2418 -0.0153 0.4253 0.21
H 1.3715 -1.5358 -0.4244 -0.2286 -0.5085 -0.1863 0.20
H 2.3660 -3.7470 -0.5889 -0.3136 -0.0195 -0.2164 0.22
H 1.1041 -5.6355 -1.6554 -0.1656 0.3505 0.0110 0.23
H -1.2324 -5.2270 -2.4599 0.1070 0.1717 0.1323 0.23
H -2.2906 -3.0284 -2.1399 0.3259 -0.0819 0.1710 0.23
H -1.2172 -1.4216 -3.6998 -0.3713 0.3456 0.1146 0.22
H -2.7614 -0.6535 -5.4632 -0.1228 0.1037 0.2855 0.23
C 0.5279 1.6153 -3.8770 -0.0538 0.3818 -0.3897 -0.64
C 1.4105 0.8829 -2.9054 -0.3011 0.1880 -0.4020 -0.08
O 0.9128 1.3028 -1.6005 1.1351 -0.3367 1.1279 -0.49
C 1.6731 0.8402 -0.5996 1.0453 -0.4505 -2.1591 0.81
C 1.0699 1.1251 0.7477 1.1943 1.3325 0.1411 -0.12
N 2.1648 1.2362 1.7902 -0.1917 -0.8407 0.6250 -0.27
C 3.1785 0.3275 1.8954 0.1058 0.6677 0.0166 0.10
C 4.0666 0.3945 2.9638 -0.1960 -0.0635 -0.1328 -0.23
C 3.7906 1.2287 4.0469 -0.0135 0.2195 -0.3503 -0.09
C 2.6974 2.0919 3.9518 0.1213 0.1787 0.3257 -0.22
C 1.9447 2.1093 2.8046 -0.4723 -0.2430 -0.3916 0.10
O 2.6971 0.1979 -0.8199 -1.1788 0.9198 0.8930 -0.61
H 0.7059 1.2699 -4.9003 -0.0106 0.0311 0.1590 0.23
H -0.5362 1.4775 -3.6416 0.3358 -0.0084 -0.0635 0.23
H 0.7729 2.6849 -3.8332 -0.2149 -0.2124 -0.0907 0.22
H 1.3267 -0.2123 -2.9956 0.0891 0.3801 0.2227 0.20
H 2.4604 1.1948 -2.9829 -0.3116 -0.2752 -0.0319 0.21
H 0.6108 2.1283 0.7201 0.1144 -0.4303 -0.0543 0.25
H 3.3051 -0.3707 1.0732 -0.1092 0.2658 0.1872 0.28
H 4.9702 -0.2127 2.9130 -0.4158 -0.0268 0.2164 0.26
H 4.4275 1.2351 4.9332 -0.1868 -0.0265 -0.3045 0.25
H 2.4069 2.7650 4.7614 0.2343 -0.2375 -0.2899 0.26
H 1.0752 2.7511 2.6705 0.3039 -0.0611 0.1518 0.25
```
Positions in Å, forces in eV/Å.

Values from the calculation:
* lowest unoccupied orbital energy: -0.145 hartree
* structure (SMILES): CCOC(=O)[C@@H]([C@H](C=C(c1ccccc1)c1ccccc1)c1ccccc1)[n+]1ccccc1
* frontier orbital gap: 6.7 eV
* 2S+1: 1
* net charge: +1



[4]
The molecule C6H11NS2. Source: OMol25; level of theory: the ωB97M-V functional and the def2-TZVPD basis.

```
20
Properties=species:S:1:pos:R:3:forces:R:3:nbo_charge:R:1
C 1.1601 -0.4593 0.1748 -1.4690 1.6551 0.4495 0.13
C -0.6058 -2.1297 0.1903 -1.3820 -0.1053 2.8467 -0.24
C -1.5361 -1.1612 -0.4612 1.0772 0.1174 -1.6553 -0.56
C -0.0383 0.8651 0.1858 3.5504 -1.7181 -1.0726 -0.19
C 0.2785 1.4609 -1.2079 -6.9657 0.2759 0.6291 -0.61
C 0.3833 1.8369 1.2368 0.0724 2.5388 0.1136 -0.65
N 0.7361 -1.7047 0.2548 -1.6036 2.2390 -0.9597 -0.58
S 2.7597 -0.2112 -0.0085 0.6885 0.8332 0.0345 -0.18
S -1.7132 0.3182 0.4969 0.7839 0.5915 -0.4255 0.28
H -0.7977 -2.1602 1.2697 -1.2660 -0.5761 -0.0526 0.20
H -0.6914 -3.1315 -0.1799 0.1353 -0.4818 -0.5291 0.21
H -1.0317 -1.0030 -1.4960 -1.6334 0.1771 1.3014 0.23
H -2.5600 -1.4715 -0.4545 -0.4055 -0.9721 -0.7654 0.24
H 0.1213 0.8289 -2.0760 -0.5896 -0.5420 0.1239 0.21
H 1.1898 1.7975 -1.3870 4.2248 1.8624 0.2109 0.23
H -0.5415 2.3038 -1.2344 1.7696 -1.1507 -0.5616 0.21
H 0.0535 2.9499 1.1142 0.1872 -1.9980 -0.3932 0.22
H 1.4651 1.8965 1.2699 0.2303 -0.1202 0.0978 0.25
H -0.0071 1.5645 2.1877 -0.0901 -0.4068 0.9639 0.22
H 1.3752 -2.3900 0.1244 2.6853 -2.2192 -0.3563 0.40
```
Positions in Å, forces in eV/Å.

Values from the calculation:
* lowest unoccupied orbital energy: 0.022 hartree
* structure (SMILES): CC1(C)SCCNC1=S
* frontier orbital gap: 8.8 eV
* 2S+1: 1
* net charge: 0